# 1
{"formula": "C11H16BF3O9", "method": "the ωB97M-V functional and the def2-TZVPD basis", "symbols": ["C", "C", "H", "C", "O", "C", "O", "C", "C", "H", "C", "F", "B", "C", "H", "H", "O", "C", "H", "H", "C", "F", "O", "H", "H", "H", "H", "O", "H", "O", "O", "C", "H", "H", "H", "O", "H", "O", "F", "H"], "coordinates": [[-1.10000, -3.72039, 2.20156], [1.58808, 4.40732, -3.88480], [0.27290, -6.37770, 0.73028], [0.17284, -4.44060, 1.79508], [2.58944, 3.06140, -5.66689], [-1.74936, -5.71624, 1.27277], [0.68230, -1.39749, 0.41923], [-1.06458, 1.59863, 1.52047], [1.82565, 2.62170, -2.35087], [1.00551, 4.56556, -1.75509], [-3.02141, 0.50006, 2.34703], [-1.19075, 2.38702, -0.72727], [0.53073, -0.21008, 1.07899], [1.78139, 4.14663, -2.39037], [-0.35215, -5.02675, -0.21349], [-0.48424, 1.82482, 2.41726], [-2.17118, -4.46294, 1.84287], [-0.84106, 2.74032, 0.52445], [0.82877, 2.18332, -2.28512], [-2.44704, -5.97774, 0.48209], [2.24948, 3.20192, -4.53232], [0.47867, 3.05240, 0.51147], [-2.43364, 1.61367, 1.83976], [-2.46204, -0.42761, 2.22265], [0.44451, -1.32959, -0.51298], [2.05209, 5.32249, -4.23929], [0.53529, 4.40756, -4.17162], [2.40828, 2.22565, -3.60475], [2.44269, 2.22482, -1.54849], [-0.71245, 0.39194, 0.94327], [1.55915, 0.30792, 1.81072], [-0.32493, -5.47102, 0.78185], [0.87940, -3.72630, 1.38339], [-1.79476, -6.47966, 2.05187], [2.74027, 4.55137, -2.06573], [-4.12627, 0.54689, 2.78000], [1.35037, 0.61275, 2.69946], [-1.21504, -2.66714, 2.75857], [-1.52881, 3.84181, 0.85031], [0.60190, -4.90671, 2.68365]], "e_lumo_ev": 0.0995, "smiles": "O=CO[C@@H](OB(O)O)C(F)(F)F.O=C1CCCO1.O=C1CCCO1", "gap_ev": 10.3}

---

# 2
{"formula": "C11H16BO8", "method": "the ωB97M-V functional and the def2-TZVPD basis", "symbols": ["C", "C", "C", "C", "H", "H", "B", "H", "H", "H", "O", "C", "C", "H", "O", "H", "H", "C", "O", "O", "H", "H", "O", "O", "C", "H", "C", "H", "H", "O", "C", "H", "C", "O", "H", "H"], "coordinates": [[-4.27928, 2.30656, -0.07358], [-3.76942, 3.35388, 0.97215], [4.13386, 0.30792, 1.49990], [-1.35209, 2.10803, 0.67529], [2.13568, -2.41771, -1.47372], [4.64218, 0.63832, 0.59092], [-2.12854, 3.44291, 1.14457], [-0.40329, 0.28037, -0.25861], [-1.89726, 3.58049, 2.33969], [2.11580, -5.45013, -1.87121], [3.49383, -0.94125, 1.24206], [1.61016, -4.48096, -1.88828], [2.57441, -3.32445, -1.88860], [-3.54878, 2.08074, -0.86153], [0.94655, -4.33291, -3.14533], [0.89916, -4.43560, -1.06615], [3.49903, -3.54507, -1.35852], [2.97352, 1.19728, 1.86917], [2.82598, -3.12932, -3.28569], [1.58987, -3.48982, -5.13610], [-3.47561, -0.23352, 1.13367], [4.86500, 0.20811, 2.30010], [1.44419, -1.49130, 0.48044], [1.89106, 0.61454, 1.14901], [1.76966, -3.63441, -3.96986], [3.11881, 2.23251, 1.56872], [2.19722, -0.67645, 0.91591], [-4.24790, 3.10677, 1.93733], [-1.68096, 4.44715, 0.62264], [-3.94551, 0.47950, 1.58468], [-4.78644, 1.07261, 0.64913], [-5.16417, 2.72619, -0.57884], [-0.75154, 1.24305, 0.05613], [-5.89349, 0.63230, 0.47650], [-4.14477, 4.35831, 0.71175], [2.74309, 1.16536, 2.93626]], "e_lumo_ev": 2.2614, "total_charge": -1, "gap_ev": 6.7}

---

# 3
{"formula": "C11H16CaGeO6S4", "method": "the ωB97M-V functional and the def2-TZVPD basis", "symbols": ["H", "O", "H", "O", "C", "H", "S", "C", "H", "C", "C", "Ge", "C", "Ca", "H", "H", "H", "O", "C", "H", "H", "H", "H", "C", "O", "C", "H", "O", "C", "C", "S", "H", "H", "H", "H", "S", "S", "O", "C"], "coordinates": [[-0.56717, 1.33758, -3.39831], [-1.88136, -1.34688, 0.40800], [2.10624, -2.32793, -5.40139], [-0.09369, -0.32608, 2.22328], [1.35721, -1.54614, -5.55950], [0.45259, -2.01736, -5.95618], [5.09165, 1.19061, 1.73568], [0.29901, -1.76226, -2.44678], [0.53864, 1.57710, 2.16676], [-0.41955, 1.05274, 2.22036], [-1.17123, -1.18327, 2.64532], [0.96652, -0.65984, -3.83802], [2.64946, 0.23798, -3.40188], [0.31842, -0.84105, -0.14154], [3.39094, -0.49025, -3.06173], [2.51872, 0.94883, -2.58297], [-0.74997, -1.99767, -2.69087], [-0.86336, 1.25492, -0.17729], [3.66298, 0.28130, 1.24438], [0.86217, -2.70658, -2.46536], [0.13660, 1.45534, -5.02485], [1.74390, -0.83634, -6.30045], [-2.47741, 2.68362, 0.39056], [6.00061, -0.12510, 2.46064], [7.13092, -0.01732, 2.90971], [3.67060, -1.03693, 1.52775], [-1.55352, -0.84447, 3.60826], [-2.11754, 2.41623, 1.25283], [-2.30068, -1.26005, 1.60958], [-0.30624, 0.76984, -4.29584], [2.41943, 1.24221, 0.44414], [-0.72524, -2.17238, 2.75254], [-1.22725, 0.35365, -4.71352], [-0.97769, 1.33963, 3.11074], [3.04269, 0.76252, -4.27918], [2.46642, -2.27507, 1.19649], [5.11568, -1.63489, 2.34468], [-3.45665, -1.21063, 2.03435], [-1.15238, 1.53350, 0.96373]], "e_lumo_ev": 4.5123, "total_charge": -2, "de_lowest_ev": 0.424, "gap_ev": 5.3}

---

# 4
{"formula": "C11H16Cl3NOTi", "method": "the ωB97M-V functional and the def2-TZVPD basis", "symbols": ["C", "H", "C", "C", "C", "H", "H", "Cl", "H", "H", "H", "H", "C", "C", "C", "Cl", "H", "O", "H", "Ti", "Cl", "H", "C", "H", "H", "C", "H", "N", "H", "C", "H", "H", "C"], "coordinates": [[-0.06037, 0.66703, 1.46327], [-0.26886, 2.94228, -1.16658], [1.23870, 0.75991, -2.04279], [-3.59857, -1.00464, -0.97230], [-0.45676, 1.32259, 2.73699], [0.08847, -1.41785, 3.30650], [-1.08056, 0.65496, 3.33926], [-1.21000, -1.41940, -2.15388], [1.28283, -0.07650, -2.74893], [0.77265, 3.31708, 0.20781], [-0.41737, -0.81954, -5.52421], [2.25834, 1.16471, -1.94020], [0.68549, 0.37964, -0.71837], [0.04354, 1.29889, 0.16967], [-0.12236, 2.75516, -0.09881], [-2.11548, -2.10459, 1.30304], [-0.98331, 3.17477, 0.43105], [0.18770, -0.88309, -4.74806], [0.41855, 1.57253, 3.34954], [-1.53716, -0.43248, -0.15420], [-2.93506, 1.33053, 0.33971], [2.81476, -1.92063, -0.05483], [1.79020, -1.96928, -0.44888], [1.81900, -1.25430, 2.96306], [0.90969, -2.55708, 2.20153], [0.97445, -0.82318, 0.02067], [-1.02031, 2.24134, 2.56755], [-4.64919, -1.37377, -1.34156], [1.83651, -1.99753, -1.54038], [0.84555, -1.51020, 2.51766], [0.61340, 1.52288, -2.52290], [1.34842, -2.91010, -0.10104], [0.52712, -0.63017, 1.36061]], "e_lumo_ev": 4.9464, "total_charge": -2, "gap_ev": 4.9}

---

# 5
{"formula": "C11H16ClO3PW", "method": "the ωB97M-V functional and the def2-TZVPD basis", "symbols": ["H", "H", "C", "H", "C", "C", "H", "C", "C", "C", "H", "H", "H", "C", "H", "C", "H", "W", "O", "C", "H", "H", "H", "C", "H", "Cl", "H", "H", "P", "O", "C", "O", "H"], "coordinates": [[2.68000, -1.49051, 1.23735], [0.69823, 2.24295, -3.72752], [-1.34402, 1.80812, 0.92318], [-0.13066, 1.16171, 3.11310], [-0.22585, 0.54608, -2.99233], [0.77520, 0.54325, 2.94931], [2.36268, -2.27549, 2.80448], [-1.57390, 1.07276, -2.72293], [1.41718, 1.41878, -0.10668], [-2.33272, 0.14596, -1.93312], [-1.74252, -1.88304, -1.13256], [1.80572, 0.89979, -3.35607], [1.68329, -2.96706, 1.30836], [-0.18580, -0.79181, -2.30693], [1.53421, 1.19209, 2.45203], [0.81453, 1.15193, -3.75595], [-0.53125, -2.19197, 3.95127], [-0.46544, 0.91818, -0.71169], [-0.14427, -0.89706, 0.65719], [-1.46365, -1.03530, -1.65199], [-3.32241, 0.25654, -1.59158], [0.64318, -1.44575, -2.33772], [-1.88509, 2.03521, -3.04365], [1.91941, -2.01855, 1.83441], [-1.08631, -2.89346, 2.40997], [-0.30378, 3.52540, -1.34656], [1.17484, 0.31581, 3.94210], [-1.79402, -1.37108, 3.00328], [0.42497, -1.01003, 2.05619], [-1.84578, 2.44461, 1.76105], [-0.85607, -1.94490, 2.93307], [2.51696, 1.70977, 0.18975], [0.78313, 0.82705, -4.80882]], "e_lumo_ev": [-9.1309, -10.7965], "total_charge": 2, "spin_multiplicity": 3, "gap_ev": [8.0, 6.5]}

---

# 6
{"formula": "C11H16F9N4O6RuS3", "method": "the ωB97M-V functional and the def2-TZVPD basis", "symbols": ["H", "N", "O", "H", "N", "H", "H", "F", "H", "H", "S", "H", "N", "C", "C", "H", "C", "S", "C", "F", "F", "O", "F", "H", "N", "O", "F", "H", "H", "F", "C", "C", "S", "C", "O", "H", "O", "C", "H", "F", "H", "C", "H", "C", "F", "C", "H", "O", "F", "Ru"], "coordinates": [[2.65887, -3.03501, 0.40405], [-0.31562, -2.14361, -0.94768], [-0.63051, -1.60232, 1.90948], [2.54839, -0.72780, -1.50425], [1.87219, -1.07579, 0.48966], [-1.07257, -3.42817, 0.57143], [1.09802, -2.86854, 1.20558], [-2.68035, -3.15629, 2.83243], [1.56748, -2.45546, -1.77729], [-1.64703, -1.39213, -2.41013], [0.90122, 2.54521, -3.13294], [2.63852, 0.23246, 1.97167], [0.69334, 3.24833, 2.20953], [0.36606, 1.41701, -2.16347], [1.96324, 4.35710, 0.24297], [3.07289, 0.45991, -0.32296], [-1.82895, -1.25795, 1.72070], [-0.36022, 2.22546, 2.73188], [2.40556, -0.81733, 1.86000], [-2.07013, 4.01310, 1.98516], [0.81105, 4.62375, -0.35012], [1.48599, 1.76163, 0.30477], [-4.12294, -1.72626, 2.08598], [-1.44408, -3.90608, -1.09248], [-0.02925, 0.49381, -1.51520], [-2.15627, -0.46599, 0.81140], [-2.90341, -1.22925, 3.80435], [-0.81349, -2.90764, -2.84020], [3.81778, -1.15509, -0.32622], [2.29809, 5.36227, 1.04228], [-1.86872, 2.71350, 1.81294], [2.89491, -0.59176, -0.48524], [1.85312, 2.82925, 1.24106], [-1.35269, -3.06009, -0.40860], [-0.69180, 2.40407, 4.10262], [1.66769, -1.12236, 2.59391], [3.12719, 2.67500, 1.87765], [0.99446, -2.82153, -0.92942], [-2.30551, -2.54379, -0.35945], [2.91089, 4.18155, -0.67036], [3.32034, -1.40147, 1.98307], [-2.91553, -1.85383, 2.62609], [0.04799, -1.35087, -2.88863], [-0.70348, -1.92780, -2.36738], [-2.90785, 2.03428, 2.27972], [1.68754, -2.53629, 0.35615], [0.87872, -3.89994, -1.07179], [-0.03522, 0.84519, 2.30682], [-1.72463, 2.46452, 0.51067], [-0.00492, -0.23976, 0.25445]], "e_lumo_ev": [-1.0968, -1.3988], "spin_multiplicity": 2, "de_lowest_ev": 1.678, "gap_ev": [7.5, 7.1]}

---

Number 1: calculated total energy -1430.54862 a.u.. Number 2: calculated total energy -1055.51880 a.u.. Number 3: calculated total energy -5227.66786 a.u.. Number 4: calculated total energy -2788.92030 a.u.. Number 5: calculated total energy -1522.52591 a.u.. Number 6: calculated total energy -3287.44767 a.u..